{"formula": "C60H95N15O20", "method": "wB97M-V/def2-TZVPD", "molar_mass_g_mol": 1346.5, "total_energy_ha": -4668.8413, "homo_lumo_gap_ev": 6.81, "symbols": ["C", "O", "N", "C", "C", "H", "H", "H", "H", "H", "H", "H", "C", "O", "N", "C", "C", "H", "H", "H", "H", "H", "H", "H", "C", "O", "N", "C", "C", "H", "H", "H", "H", "H", "H", "H", "C", "O", "N", "C", "C", "H", "H", "H", "H", "H", "H", "H", "C", "O", "N", "C", "C", "H", "H", "H", "H", "H", "H", "H", "C", "O", "N", "C", "C", "H", "H", "H", "H", "H", "H", "H", "C", "O", "N", "C", "C", "H", "H", "H", "H", "H", "H", "H", "C", "O", "N", "C", "C", "H", "H", "H", "H", "H", "H", "H", "C", "O", "N", "C", "C", "H", "H", "H", "H", "H", "H", "H", "C", "O", "N", "C", "C", "H", "H", "H", "H", "H", "H", "H", "C", "C", "C", "C", "C", "C", "N", "O", "O", "H", "H", "H", "H", "H", "C", "C", "C", "C", "C", "C", "N", "O", "O", "H", "H", "H", "H", "H", "C", "C", "C", "C", "C", "C", "N", "O", "O", "H", "H", "H", "H", "H", "C", "C", "C", "C", "C", "C", "N", "O", "O", "H", "H", "H", "H", "H", "C", "C", "C", "C", "C", "C", "N", "O", "O", "H", "H", "H", "H", "H"], "positions_angstrom": [[-9.87, 6.96, -15.06], [-9.90, 7.81, -14.17], [-9.40, 7.09, -16.30], [-9.33, 6.01, -17.28], [-8.94, 8.47, -16.76], [-10.06, 5.90, -14.82], [-9.80, 5.08, -16.97], [-8.32, 5.80, -17.64], [-9.75, 6.37, -18.21], [-8.56, 8.58, -17.77], [-9.70, 9.23, -16.60], [-8.10, 8.78, -16.13], [-2.60, 2.84, -19.01], [-1.51, 2.35, -18.67], [-3.43, 3.43, -18.11], [-4.77, 3.72, -18.63], [-3.10, 3.52, -16.68], [-3.00, 2.76, -20.03], [-4.86, 4.79, -18.45], [-5.54, 3.28, -17.99], [-5.05, 3.45, -19.65], [-3.37, 4.50, -16.28], [-3.61, 2.80, -16.03], [-2.05, 3.42, -16.41], [-8.35, 2.19, -19.49], [-7.27, 1.60, -19.45], [-9.44, 1.62, -20.10], [-10.69, 2.31, -20.46], [-9.45, 0.23, -20.65], [-8.54, 3.19, -19.06], [-11.51, 2.02, -19.81], [-10.98, 2.20, -21.51], [-10.64, 3.39, -20.37], [-9.26, 0.23, -21.72], [-8.70, -0.32, -20.07], [-10.45, -0.17, -20.49], [-6.41, -3.23, -23.46], [-6.03, -4.04, -22.59], [-6.38, -1.87, -23.24], [-6.96, -0.97, -24.21], [-5.82, -1.24, -22.03], [-6.76, -3.57, -24.44], [-7.73, -0.42, -23.66], [-7.33, -1.45, -25.12], [-6.30, -0.11, -24.36], [-4.81, -0.87, -22.17], [-6.53, -0.44, -21.85], [-5.89, -1.94, -21.20], [-12.42, 3.72, -15.06], [-11.26, 3.97, -15.38], [-13.44, 3.59, -15.96], [-13.22, 3.81, -17.36], [-14.81, 3.38, -15.49], [-12.74, 3.36, -14.07], [-13.87, 3.19, -17.97], [-12.18, 3.67, -17.66], [-13.36, 4.87, -17.56], [-15.12, 2.47, -16.00], [-14.91, 3.18, -14.43], [-15.43, 4.25, -15.72], [-5.72, 3.13, -22.46], [-4.61, 3.36, -22.11], [-6.44, 3.78, -23.44], [-7.80, 3.25, -23.72], [-5.76, 4.71, -24.36], [-6.30, 2.26, -22.12], [-8.30, 3.05, -22.77], [-7.78, 2.39, -24.39], [-8.29, 4.05, -24.27], [-4.98, 5.30, -23.89], [-5.27, 4.29, -25.23], [-6.41, 5.42, -24.87], [-8.40, -3.32, -20.37], [-8.23, -2.92, -19.22], [-9.40, -4.20, -20.69], [-9.65, -4.51, -22.12], [-10.33, -4.83, -19.72], [-7.81, -3.04, -21.25], [-10.66, -4.24, -22.43], [-9.42, -5.57, -22.25], [-8.91, -4.07, -22.78], [-9.91, -5.09, -18.76], [-11.30, -4.34, -19.67], [-10.61, -5.76, -20.21], [-10.47, 0.48, -24.47], [-10.29, 1.52, -23.92], [-11.46, -0.41, -24.21], [-11.56, -1.74, -24.85], [-12.25, -0.40, -22.90], [-9.81, 0.11, -25.28], [-10.98, -1.70, -25.77], [-12.58, -1.95, -25.17], [-11.12, -2.61, -24.36], [-13.31, -0.56, -23.09], [-11.85, -1.21, -22.28], [-12.23, 0.58, -22.44], [-9.23, 1.60, -14.21], [-9.46, 0.45, -13.90], [-8.25, 1.94, -15.09], [-7.25, 0.98, -15.60], [-8.21, 3.23, -15.71], [-9.80, 2.51, -13.97], [-7.16, 0.13, -14.93], [-6.21, 1.30, -15.64], [-7.48, 0.72, -16.63], [-8.92, 3.96, -15.32], [-7.24, 3.73, -15.68], [-8.43, 3.06, -16.76], [-14.31, 4.52, -25.52], [-15.55, 4.50, -25.58], [-13.55, 3.47, -25.22], [-12.10, 3.73, -24.95], [-14.11, 2.08, -25.05], [-13.71, 5.45, -25.58], [-11.90, 3.65, -23.88], [-11.85, 4.73, -25.29], [-11.61, 2.93, -25.50], [-13.94, 1.63, -24.08], [-15.18, 2.06, -25.26], [-13.68, 1.31, -25.69], [-8.03, 8.44, -24.16], [-8.43, 7.13, -23.94], [-8.26, 6.59, -22.69], [-7.58, 7.29, -21.66], [-7.10, 8.56, -21.89], [-7.33, 9.16, -23.12], [-7.51, 6.59, -20.38], [-7.84, 5.38, -20.31], [-6.99, 7.20, -19.41], [-7.96, 8.87, -25.15], [-8.74, 6.50, -24.75], [-8.72, 5.63, -22.51], [-6.49, 8.98, -21.11], [-6.99, 10.12, -23.50], [-5.13, -1.37, -18.48], [-4.71, -2.68, -18.31], [-3.39, -3.07, -18.58], [-2.45, -2.08, -18.93], [-2.86, -0.74, -19.04], [-4.21, -0.40, -18.89], [-1.02, -2.40, -19.13], [-0.66, -3.56, -18.99], [-0.18, -1.53, -19.43], [-6.14, -1.08, -18.23], [-5.40, -3.39, -17.88], [-3.04, -4.08, -18.45], [-2.13, 0.01, -19.33], [-4.52, 0.63, -18.92], [-11.65, 0.40, -17.24], [-13.03, 0.17, -17.04], [-13.48, -1.17, -16.88], [-12.61, -2.24, -16.83], [-11.21, -2.00, -17.01], [-10.75, -0.70, -17.06], [-13.11, -3.65, -16.58], [-12.22, -4.52, -16.78], [-14.22, -3.71, -16.12], [-11.27, 1.41, -17.35], [-13.67, 1.03, -16.90], [-14.54, -1.35, -16.80], [-10.59, -2.88, -16.89], [-9.68, -0.57, -17.10], [-12.34, 9.49, -19.74], [-11.49, 8.46, -19.39], [-11.24, 7.39, -20.25], [-11.89, 7.35, -21.50], [-12.73, 8.43, -21.84], [-12.89, 9.49, -20.97], [-11.65, 6.25, -22.39], [-12.31, 6.29, -23.45], [-10.98, 5.31, -21.99], [-12.56, 10.40, -19.20], [-11.03, 8.40, -18.42], [-10.46, 6.69, -19.99], [-13.22, 8.46, -22.80], [-13.56, 10.28, -21.28], [-16.28, 6.51, -20.19], [-14.98, 6.18, -19.87], [-14.48, 4.89, -20.18], [-15.30, 3.98, -20.79], [-16.68, 4.24, -20.98], [-17.15, 5.55, -20.73], [-14.75, 2.66, -21.19], [-13.66, 2.27, -20.76], [-15.49, 1.96, -22.00], [-16.67, 7.50, -19.99], [-14.25, 6.88, -19.47], [-13.44, 4.73, -19.97], [-17.32, 3.48, -21.40], [-18.19, 5.69, -21.01]]}